No. 1
DFT (ωB97M-V/def2-TZVPD) results for a structure of composition C2H3ClO2P.

CARTESIAN COORDINATES (ANGSTROEM)
C 0.080 1.649 -0.376
C -0.676 0.640 -0.125
O 1.246 -1.737 -0.803
O -0.885 -2.653 0.389
P 0.135 -1.653 0.147
Cl 0.935 -1.319 1.987
H -0.259 2.637 -0.489
H 1.144 1.623 -0.651
H -1.721 0.812 -0.079

Values from the calculation:
- Highest occupied orbital energy: -4.71 eV
- LUMO: 0.14375 Ha
- Strongest force on any atom: 4.546 eV/A
- Gap between HOMO and LUMO: 0.31698 hartree
- Net charge: -1
- Calculated total energy: -1030.11755 Ha
- Spin multiplicity: 1
- Energy relative to the best compared isomer or geometry (same formula, charge and spin): 191.4 kJ/mol

=====

No. 2
DFT (ωB97M-V/def2-TZVPD) results for a structure of composition C24H24N5O3PbSSi.

CARTESIAN COORDINATES (ANGSTROEM)
Pb 0.117 1.015 -0.948
C -0.239 -3.337 -2.617
Si 0.112 -1.598 -3.232
C 0.640 -1.681 -5.045
C -1.528 -0.663 -3.268
N 1.182 -0.740 -2.205
C 2.461 -1.135 -1.928
C 3.165 -2.138 -2.626
C 4.475 -2.479 -2.333
C 5.166 -1.833 -1.320
C 4.506 -0.848 -0.596
C 3.197 -0.526 -0.889
O 2.542 0.473 -0.146
C 2.816 0.463 1.223
C 3.474 1.546 1.771
C 3.708 1.565 3.140
C 3.290 0.507 3.933
C 2.635 -0.577 3.358
C 2.396 -0.606 1.995
H -0.937 -3.868 -3.270
H -0.677 -3.291 -1.616
H 0.675 -3.931 -2.544
H -0.191 -2.057 -5.648
H 1.501 -2.324 -5.232
H 0.890 -0.679 -5.406
H -2.205 -1.182 -3.952
H -1.415 0.358 -3.644
H -2.033 -0.634 -2.300
H 2.656 -2.667 -3.421
H 4.955 -3.265 -2.904
H 6.189 -2.092 -1.084
H 5.001 -0.336 0.220
H 3.774 2.368 1.133
H 4.210 2.415 3.585
H 3.470 0.527 5.000
H 2.293 -1.407 3.963
H 1.872 -1.433 1.535
O -2.161 1.882 -0.018
N -2.351 2.166 1.257
C -3.613 2.051 1.734
C -3.930 2.334 3.032
C -2.905 2.755 3.882
C -1.632 2.866 3.391
C -1.309 2.565 2.051
S 0.291 2.692 1.467
H -4.324 1.728 0.989
H -4.949 2.219 3.368
H -3.111 2.983 4.920
H -0.812 3.175 4.022
N -2.698 -0.915 0.157
C -1.527 -1.377 0.668
O -0.459 -0.723 0.474
C -1.526 -2.590 1.401
C -2.747 -3.253 1.648
N -3.788 -3.730 1.811
C -0.323 -3.104 1.933
N 0.655 -3.522 2.383
H -2.721 0.080 -0.062
H -3.549 -1.376 0.435

Values from the calculation:
- Highest occupied orbital energy: -4.61 eV
- LUMO: 0.09352 Ha
- Strongest force on any atom: 0.185 eV/A
- Gap between HOMO and LUMO: 0.26299 hartree
- Net charge: -1
- Calculated total energy: -2309.13137 Ha
- Spin multiplicity: 1
- Energy relative to the best compared isomer or geometry (same formula, charge and spin): 0.0 kJ/mol

=====

No. 3
DFT (ωB97M-V/def2-TZVPD) results for an isolated molecule of C4H4N4.

CARTESIAN COORDINATES (ANGSTROEM)
C -0.335 -0.636 1.378
N 0.141 0.626 1.922
N 0.468 1.592 1.085
N 0.501 1.394 -0.169
C 0.257 0.250 -0.698
C -0.163 -0.851 0.079
N -0.598 -1.564 -1.154
C -0.004 -0.537 -1.976
H -0.748 -1.544 1.937
H -1.652 -1.692 -1.273
H 0.941 -0.791 -2.508
H -0.659 0.334 -2.644

Values from the calculation:
- Highest occupied orbital energy: -9.35 eV
- LUMO: 0.00352 Ha
- Strongest force on any atom: 5.601 eV/A
- Gap between HOMO and LUMO: 0.34701 hartree
- Calculated total energy: -373.66227 Ha
- Spin multiplicity: 1
- Energy relative to the best compared isomer or geometry (same formula, charge and spin): 479.5 kJ/mol

=====

No. 4
DFT (ωB97M-V/def2-TZVPD) results for the ion C2H7N2 with charge +1.

CARTESIAN COORDINATES (ANGSTROEM)
N -0.529 -1.144 -1.412
C 0.187 -0.378 -0.565
C -0.352 0.446 0.368
N 0.585 0.944 1.417
H -0.108 -1.195 -2.326
H -1.529 -1.150 -1.285
H 1.191 -0.117 -0.895
H -1.280 0.977 0.263
H 1.004 1.853 1.209
H 1.384 0.301 1.478
H 0.113 0.897 2.324

Values from the calculation:
- Highest occupied orbital energy: -13.30 eV
- LUMO: -0.13465 Ha
- Strongest force on any atom: 1.900 eV/A
- Gap between HOMO and LUMO: 0.35407 hartree
- Net charge: +1
- Calculated total energy: -189.61992 Ha
- Spin multiplicity: 1
- Energy relative to the best compared isomer or geometry (same formula, charge and spin): 158.7 kJ/mol

=====

No. 5
DFT (ωB97M-V/def2-TZVPD) results for the ion C8H16BrF2NOP with charge +1.

CARTESIAN COORDINATES (ANGSTROEM)
O 1.037 3.080 1.732
P -0.432 2.209 1.361
Br -1.513 3.468 -0.202
C 0.070 0.476 0.627
C -1.259 -0.467 0.770
C -1.940 -0.950 -0.638
C -3.010 0.187 -1.216
F -3.754 0.896 -0.141
C 0.567 0.772 -0.905
C 1.589 -0.431 -1.459
C 1.635 -1.744 -0.467
N 1.900 -1.424 0.987
F 1.447 -2.455 1.741
C 1.383 -0.082 1.456
H 0.816 3.979 2.115
H -0.906 -1.461 1.329
H -1.991 0.068 1.520
H -2.620 -1.894 -0.371
H -1.190 -1.322 -1.457
H -3.731 -0.363 -1.991
H -2.457 1.025 -1.857
H 1.264 1.740 -0.845
H -0.280 1.040 -1.666
H 2.699 0.007 -1.466
H 1.364 -0.722 -2.584
H 0.589 -2.301 -0.613
H 2.441 -2.511 -0.893
H 2.955 -1.397 1.118
H 2.233 0.754 1.409
H 1.090 -0.176 2.608

Values from the calculation:
- Highest occupied orbital energy: -11.83 eV
- LUMO: -0.12521 Ha
- Strongest force on any atom: 4.179 eV/A
- Gap between HOMO and LUMO: 0.30945 hartree
- Net charge: +1
- Calculated total energy: -3559.07051 Ha
- Spin multiplicity: 1

=====

No. 6
DFT (ωB97M-V/def2-TZVPD) results for a cluster of 2 separate species, C8H15IN2O4 in total.

CARTESIAN COORDINATES (ANGSTROEM)
C 1.541 1.422 -0.359
C 1.143 -0.280 -3.555
C 1.231 2.183 -3.404
C -1.891 -2.351 1.205
C -1.754 -1.097 3.383
C 1.521 0.917 -2.693
C -2.474 -1.235 2.022
C -1.367 0.604 1.122
N 0.904 1.355 0.825
N -0.269 0.869 0.850
O 2.634 1.895 -0.471
O 1.365 0.520 3.300
O 0.824 0.889 -1.425
O -2.472 0.063 1.411
I 2.879 -0.706 3.153
H 0.105 -0.307 -3.763
H 1.766 -0.286 -4.567
H 1.451 -1.182 -2.894
H 0.162 2.302 -3.207
H 1.355 1.958 -4.379
H 1.586 3.174 -2.924
H -2.486 -2.385 0.208
H -0.913 -2.455 0.941
H -2.176 -3.308 1.634
H -2.157 -1.635 4.264
H -1.864 -0.171 3.775
H -0.738 -1.360 3.316
H 2.507 0.893 -2.397
H -3.637 -1.362 2.220
H 1.224 1.073 2.408

Values from the calculation:
- Highest occupied orbital energy: -8.74 eV
- LUMO: 0.00267 Ha
- Strongest force on any atom: 5.467 eV/A
- Gap between HOMO and LUMO: 0.32380 hartree
- Calculated total energy: -1021.80245 Ha
- Spin multiplicity: 1
- Energy relative to the best compared isomer or geometry (same formula, charge and spin): 87.6 kJ/mol

=====

Repeat the sixth record exactly.
DFT (ωB97M-V/def2-TZVPD) results for a cluster of 2 separate species, C8H15IN2O4 in total.

CARTESIAN COORDINATES (ANGSTROEM)
C 1.541 1.422 -0.359
C 1.143 -0.280 -3.555
C 1.231 2.183 -3.404
C -1.891 -2.351 1.205
C -1.754 -1.097 3.383
C 1.521 0.917 -2.693
C -2.474 -1.235 2.022
C -1.367 0.604 1.122
N 0.904 1.355 0.825
N -0.269 0.869 0.850
O 2.634 1.895 -0.471
O 1.365 0.520 3.300
O 0.824 0.889 -1.425
O -2.472 0.063 1.411
I 2.879 -0.706 3.153
H 0.105 -0.307 -3.763
H 1.766 -0.286 -4.567
H 1.451 -1.182 -2.894
H 0.162 2.302 -3.207
H 1.355 1.958 -4.379
H 1.586 3.174 -2.924
H -2.486 -2.385 0.208
H -0.913 -2.455 0.941
H -2.176 -3.308 1.634
H -2.157 -1.635 4.264
H -1.864 -0.171 3.775
H -0.738 -1.360 3.316
H 2.507 0.893 -2.397
H -3.637 -1.362 2.220
H 1.224 1.073 2.408

Values from the calculation:
- Highest occupied orbital energy: -8.74 eV
- LUMO: 0.00267 Ha
- Strongest force on any atom: 5.467 eV/A
- Gap between HOMO and LUMO: 0.32380 hartree
- Calculated total energy: -1021.80245 Ha
- Spin multiplicity: 1
- Energy relative to the best compared isomer or geometry (same formula, charge and spin): 87.6 kJ/mol